Entry 1:
# C7H19NO

A cluster of 2 separate species, C7H19NO in total (the ωB97M-V functional and the def2-TZVPD basis, the Open Molecules 2025 dataset).

Each line ends with the natural charge from an NBO analysis.
CARTESIAN COORDINATES (ANGSTROEM)
O  2.5052  -2.7197  0.0574  -0.942
H  -3.3910  0.5673  1.0341  0.210
C  -1.7187  -0.7919  1.2566  -0.243
H  -1.8972  -1.7282  1.8058  0.194
H  -3.1181  -0.3608  -0.5450  0.226
H  -1.1468  -0.2184  -1.3879  0.167
H  -0.8848  1.5577  0.2171  0.214
H  0.0629  -1.4776  -1.5184  0.207
H  0.5176  2.1175  1.0042  0.209
C  0.2034  1.3768  0.2586  -0.441
H  2.8142  1.0801  -0.3403  0.202
H  -3.8478  -0.9445  1.0395  0.223
C  2.3770  1.7426  -1.1046  -0.614
N  -0.4462  -1.0674  0.5198  -0.446
H  2.9917  -2.9585  0.8494  0.465
C  -0.7768  -1.1411  -0.9380  -0.430
C  0.8397  1.7586  -1.0857  -0.402
H  2.8035  2.7761  -0.9881  0.206
H  1.8044  -2.1443  0.3887  0.476
H  1.5467  -0.2257  0.4928  0.191
H  -1.6163  -0.0572  2.0706  0.196
C  -3.0373  -0.3970  0.5447  -0.662
H  -1.5534  -1.8867  -1.0794  0.202
H  2.6976  1.3899  -2.0934  0.216
H  0.7120  -0.0986  1.9195  0.208
H  0.6184  2.7669  -1.4419  0.211
C  0.5548  0.0356  0.8317  -0.238
H  0.3852  1.0484  -1.7678  0.197

Atoms 1-6, force components in eV/Å:
O 0.0 0.2 0.0
H 0.9 -0.3 -1.4
C -0.1 -1.0 0.9
H -0.2 0.1 -0.2
H 0.0 -0.1 0.5
H 0.0 0.2 0.2

Results
Frontier orbital gap ... 9.6 eV
Calculated total energy ... -11103.1447 eV

***

Entry 2:
# C3H10N2S

A cluster of 2 separate species, C3H10N2S in total (the ωB97M-V functional and the def2-TZVPD basis, the Open Molecules 2025 dataset).

Each line ends with the natural charge from an NBO analysis.
CARTESIAN COORDINATES (ANGSTROEM)
H  2.3122  -0.0733  -1.6150  0.378
H  -0.3581  -0.5329  1.0604  0.224
N  -1.0268  -1.3896  -0.0496  -0.822
S  0.4707  0.0283  2.1711  -0.225
H  -0.6207  2.1066  2.7228  0.208
C  0.3308  -0.4214  -1.8755  -0.016
H  0.9439  2.4189  2.0863  0.216
H  1.4322  -0.0473  -0.1795  0.398
C  0.0848  1.7514  1.9643  -0.758
H  -1.7438  -0.8170  -1.9974  0.195
H  -1.9887  -1.6092  0.1484  0.391
H  -0.4479  -2.2048  0.1178  0.385
N  1.4116  0.0721  -1.1901  -0.817
C  -0.8479  -0.8908  -1.3969  -0.168
H  -0.3312  2.0154  0.9888  0.217
H  0.3788  -0.4063  -2.9557  0.195

Atoms 1-6, force components in eV/Å:
H 0.1 0.0 -0.1
H 0.6 0.6 1.2
N 0.2 0.6 -0.6
S -0.1 -0.8 -0.6
H -0.1 -0.3 -0.1
C -1.5 -0.3 0.0

Results
Frontier orbital gap ... 8.4 eV
Calculated total energy ... -17087.3162 eV

***

Among the records above, which one has the lowest frontier orbital gap?
C3H10N2S

***

What is the frontier orbital gap in the second record?
8.4 eV